25
Properties=species:S:1:pos:R:3:nbo_charge:R:1 method="wB97M-V/def2-TZVPD" e_above_lowest_kcal_mol=27.6 homo_energy_ev=-6.83 e_lumo_ev=3.06 gap_ev=9.9 total_charge=-1
Cl 0.29322 -0.11099 0.01383 -0.8903
O -2.45856 -2.22060 -0.64282 -0.9275
H -1.61943 -1.85704 -0.87720 0.4742
H -2.92973 -2.06342 -1.45092 0.4504
O 3.30144 -0.20885 -1.58598 -0.9758
H 2.43008 -0.05290 -1.21157 0.5012
H 3.27194 -0.26070 -2.56974 0.4652
O 2.22294 -0.25158 2.68786 -0.9512
H 1.79805 0.23853 3.33631 0.4429
H 1.62363 -0.40493 1.97477 0.4974
O -1.66702 -0.52095 2.79995 -0.9503
H -1.35459 -0.19010 3.64514 0.4564
H -1.35977 0.02679 2.07535 0.4902
O 0.33831 2.30352 2.59929 -0.9572
H 0.41273 1.62078 1.92187 0.4979
H 0.72925 2.02852 3.39312 0.4513
O 0.24458 -2.23875 -2.06798 -0.9789
H 0.20003 -1.40428 -1.57840 0.4809
H 1.18486 -2.31395 -2.21025 0.4605
O -2.62976 0.69688 -0.75239 -0.9718
H -2.44474 0.80082 -1.64805 0.4563
H -1.72719 0.52808 -0.37967 0.4853
O -0.07606 1.64934 -2.71872 -0.9529
H 0.24456 1.65494 -1.79904 0.4926
H -0.02877 2.55084 -2.95477 0.4533